[1]
This record from the Open Molecules 2025 dataset describes 9 unconnected molecules or ions with the total composition C36H48FNO27 in a non-equilibrium geometry. The level of theory is wB97M-V/def2-TZVPD.

Positions of all 113 atoms, in Å:
C (0.2928, 9.3419, -1.7309)
H (-2.5896, 0.2413, 0.7997)
O (-1.6938, 10.4606, 0.7769)
C (-1.3192, -3.0402, -2.5016)
O (5.8904, -8.3733, -0.1801)
H (-1.5402, 5.1973, -5.9393)
C (-4.3986, 6.4357, -1.5627)
O (-4.0223, -10.5904, 4.2857)
H (0.0706, 7.2974, -6.7020)
H (0.3998, 6.7702, 6.3192)
C (-1.3501, -8.9542, 2.9896)
H (-4.3032, 5.8109, 0.5140)
H (6.1171, 0.3693, -2.2951)
C (0.9291, -2.4630, -3.2958)
C (-0.0193, -5.6104, 1.0219)
O (-0.9330, -6.1141, 0.4372)
C (3.2721, -2.7439, -2.3238)
C (-1.0803, 8.9350, -2.1846)
H (0.1901, -0.1064, 6.1734)
C (1.5061, -1.3025, 4.0194)
H (-5.7842, 5.3132, -0.3295)
H (-1.0503, -3.6567, -1.5953)
H (4.4074, -9.7912, -0.3241)
O (-0.3142, 4.0724, 6.6211)
O (0.4727, -1.6450, 4.8347)
H (4.8946, 0.6398, -1.0094)
O (0.3638, -5.9505, 2.2802)
H (0.9890, 5.0630, 7.9043)
O (-2.1950, 3.9102, -2.0782)
H (-1.9622, 1.7452, -3.3954)
H (-0.4776, -8.4521, 3.4048)
O (2.3601, -2.0547, 3.6651)
H (2.6933, -8.1083, -0.3727)
H (-1.4776, 9.5947, -2.9598)
H (-0.1032, 6.8695, -4.9869)
O (3.5398, -1.7086, -0.1066)
C (-2.3067, 1.1602, -1.2172)
H (-1.0481, -9.5130, 2.0998)
H (1.5803, -2.5984, -4.2114)
O (0.0787, 5.3782, 4.8390)
C (0.9233, 4.7355, 6.8676)
C (-1.2259, 9.9846, -0.2075)
O (-2.8588, 6.7450, -5.5036)
H (-0.5299, 0.4413, 3.2513)
C (-1.6824, -1.5701, -2.1085)
F (4.1765, 0.2189, -2.8927)
C (3.9681, -1.9249, -1.2002)
O (-1.8651, 9.0860, -1.0050)
O (-3.1394, 5.9595, -2.0356)
H (1.1050, -3.2575, 2.0120)
H (-2.2705, -3.5116, -2.8958)
H (1.6834, -4.9830, 3.5717)
C (0.1705, 0.4963, 4.0882)
O (-2.0892, -2.3480, 0.2599)
C (0.8841, 5.8850, 5.8996)
N (-0.3182, -3.1870, -3.5682)
C (-1.7553, 6.2226, -6.2380)
C (4.6913, -8.8436, -0.7889)
C (1.5787, -4.1398, 1.5822)
H (0.8646, 8.5049, -1.3211)
H (3.7176, -6.9601, -1.2602)
O (-1.3359, 8.3893, -5.6258)
C (-0.6999, 4.3920, 5.3563)
H (0.2459, 1.5315, 4.4180)
H (-5.1243, 6.3827, -2.3778)
H (1.4333, -2.4615, -1.1597)
C (-3.2648, -9.8309, 3.7699)
H (4.8345, -9.0024, -1.8569)
C (3.7120, -7.7411, -0.4952)
C (-1.6914, -0.4341, -3.0402)
H (2.4237, -5.9961, 2.3150)
H (1.7429, 4.0421, 6.6620)
C (5.1473, -0.0271, -1.8842)
C (5.5336, -7.4947, 0.7951)
H (2.5692, -3.8671, 1.2219)
H (-1.4191, -0.6851, -4.0990)
O (4.2060, -7.1947, 0.7250)
H (-4.3217, 7.4683, -1.2245)
C (1.7413, -3.0321, -2.0743)
O (1.4386, 0.0049, 3.6600)
H (-2.5099, 2.1896, -0.8735)
H (0.8734, 9.8114, -2.5242)
O (-1.9140, -9.8610, 3.9350)
H (-2.0006, 6.2381, -7.3029)
O (6.2805, -7.0459, 1.6024)
H (-1.1140, 7.9063, -2.5441)
C (-1.9958, 0.9377, -2.6286)
C (-3.0478, 4.6501, -1.6907)
H (0.8235, -1.3525, -3.1611)
O (-1.6042, 3.8750, 4.7768)
O (-3.4058, 8.8305, -4.8388)
O (-3.6361, -8.8201, 2.9400)
O (5.2475, -1.3789, -1.5342)
H (-1.2675, -0.5967, 5.2866)
H (-2.3819, -3.1772, -0.1582)
C (-0.1929, -0.4397, 5.2054)
C (-0.6428, 7.1712, -5.8886)
O (0.7626, -4.6277, 0.5138)
C (1.6111, -5.2982, 2.5320)
H (-2.5043, -7.1674, 3.4159)
C (-2.3477, 0.0480, -0.2724)
H (-2.4699, -7.6225, 1.7002)
C (-2.4840, -8.0083, 2.7177)
H (1.8738, 6.1615, 5.5384)
H (3.8225, -3.7180, -2.4202)
O (-4.0483, 4.2893, -0.8481)
C (-2.6116, 8.0620, -5.2808)
C (-4.7147, 5.4838, -0.4440)
H (1.5644, -4.1173, -1.8739)
H (-0.6905, -2.9999, -4.4957)
C (-2.0391, -1.3295, -0.6913)
O (0.0176, 10.2687, -0.6840)
H (3.4681, -2.1892, -3.2855)

Forces on the atoms, in the same order (eV/Å):
0.537 -0.120 -0.217
0.183 -0.225 -1.060
0.118 -0.131 -0.226
-1.350 0.189 -0.623
-0.254 0.306 0.220
-0.190 0.072 0.111
-0.385 0.670 -0.136
0.198 0.160 -0.111
-0.081 0.199 0.061
-0.016 -0.061 -0.011
0.607 0.068 -0.118
0.031 -0.022 -0.060
-0.802 -0.995 0.314
1.063 -0.450 -0.814
-0.090 0.091 -0.113
0.131 0.069 0.111
0.532 -0.015 0.093
-0.194 -0.248 -0.709
0.030 -0.026 -0.052
0.291 -0.097 -0.111
0.108 -0.205 -0.040
0.122 0.801 -0.923
-0.001 0.057 0.016
-0.070 0.132 -0.385
0.338 0.116 -0.328
-0.253 -0.942 -0.764
-0.313 0.056 -0.572
-0.176 -0.132 -0.028
-0.205 0.629 -0.062
-0.089 -0.680 1.018
-0.077 -0.135 0.112
-0.208 0.098 0.138
0.050 0.118 0.163
0.002 -0.018 0.050
-0.062 -0.016 -0.015
-0.009 -0.289 -0.579
0.399 -1.979 -0.680
-0.062 0.013 0.015
-0.742 0.112 0.825
-0.176 -0.369 0.237
0.404 -0.091 0.481
-0.196 0.215 0.385
0.183 0.456 0.067
0.040 -0.017 0.030
-0.435 1.439 1.629
0.689 -0.557 0.863
-0.293 0.009 0.161
0.312 0.204 0.259
0.068 -0.431 0.167
-0.001 -0.084 -0.081
0.929 0.342 0.406
-0.187 -0.062 -0.053
-0.343 0.613 -0.195
-0.155 0.580 -0.831
0.350 0.547 0.005
0.246 0.274 1.022
0.034 -0.604 -0.281
-0.036 -0.485 -0.377
0.460 0.689 0.063
-0.048 0.024 0.023
0.034 -0.029 0.028
-0.342 -0.151 0.092
-0.472 -0.139 -0.325
0.140 -0.059 -0.111
0.064 -0.046 0.008
0.220 -0.668 -0.642
-0.346 -0.249 0.179
0.185 0.040 0.096
-0.579 0.125 -0.266
-0.234 -0.222 1.640
-0.058 0.017 -0.042
-0.038 0.027 -0.031
0.642 1.594 0.260
0.451 0.179 0.367
-0.159 0.041 -0.143
-0.310 0.492 1.061
0.293 -0.181 -0.064
0.222 -0.059 -0.110
0.146 0.919 0.083
0.028 -0.514 0.243
0.143 -1.055 -0.179
-0.026 0.143 0.164
-0.410 0.069 -0.073
0.008 0.052 0.042
-0.218 -0.096 -0.187
-0.181 0.003 0.191
0.141 -2.375 1.316
0.271 -0.154 -0.169
-0.073 -0.822 0.004
0.369 0.084 0.212
0.233 -0.158 -0.032
0.239 -0.400 0.292
-1.004 0.366 -1.174
0.106 -0.188 -0.033
0.259 0.462 0.166
-0.462 0.111 0.458
0.618 -0.086 -0.079
-0.414 -0.713 0.205
0.594 -0.093 0.592
0.024 -0.060 0.008
0.624 -0.595 -1.597
-0.143 -0.058 0.074
-0.017 0.642 -0.399
-0.134 -0.046 -0.172
-0.260 0.881 0.107
0.344 0.123 -0.352
-0.409 0.169 0.139
-0.414 0.136 0.510
0.038 0.941 -0.415
0.081 0.146 0.420
-0.080 2.251 -1.910
-0.423 -0.140 0.061
-0.268 -0.516 0.995

Properties
* molar mass: 945.76 g/mol
* HOMO level: -8.21 eV
* spin multiplicity: 1
* structure (SMILES): O=C(CCCNCc1ccccc1O)OCF.O=C1OCCO1.O=C1OCCO1.O=C1OCCO1.O=C1OCCO1.O=C1OCCO1.O=C1OCCO1.O=C1OCCO1.O=C1OCCO1
* energy: -97599.402 eV

[2]
This record from the Open Molecules 2025 dataset describes 4 unconnected molecules or ions with the total composition C36H48NO11 in a non-equilibrium geometry. The level of theory is wB97M-V/def2-TZVPD.

Positions of all 96 atoms, in Å:
H (8.4109, -1.9615, 0.2869)
C (-1.1615, 2.2832, -4.3460)
H (-0.8630, 0.2622, 1.9710)
C (-3.5890, 0.5855, 1.9205)
H (7.0996, -1.9667, -1.6955)
H (-1.4583, 3.1250, -6.2681)
H (2.7932, -3.7145, 1.0900)
C (5.5888, -2.4633, -0.0162)
H (5.8949, -1.7152, 1.9749)
H (8.1785, -1.1902, 1.9110)
H (-10.6678, -2.4783, -3.8321)
H (-10.4843, -5.0750, 0.4617)
H (-3.0448, 2.8514, -1.4588)
H (1.7655, -2.2136, 2.9745)
H (-7.1260, 1.9086, 2.8504)
O (-8.4372, 0.7151, -1.2466)
C (12.2101, 1.8745, 1.5798)
H (10.9584, 1.9507, 3.4046)
O (8.3088, 0.7375, -0.2689)
C (9.2646, 1.1374, 0.7354)
O (6.2657, -0.1674, -0.8085)
C (11.9655, 2.3727, 3.0982)
H (3.5319, -2.4430, -0.8016)
C (-7.6236, 1.3616, 0.8645)
H (6.7186, -3.1111, 1.5940)
O (0.3255, 4.9987, -6.0786)
O (-3.7414, 3.3643, 1.5317)
O (-9.4819, 1.5615, 3.8807)
H (6.6504, 0.5657, 1.0920)
C (-10.0683, -3.1527, -0.4981)
C (7.6457, -1.4061, 0.9221)
H (-4.3678, 0.3395, 2.7228)
H (3.8872, -0.9346, 0.1513)
H (-1.0642, -0.1395, 0.1901)
O (-4.2631, 1.1889, 0.7835)
H (11.0694, 1.0666, -0.6714)
H (-11.2826, 0.7686, 2.1912)
C (-10.2957, 0.9154, 1.7710)
C (7.2266, -0.0023, 0.2800)
O (-11.5134, -4.9305, -3.8784)
H (2.6282, -0.7704, 2.2601)
H (13.2999, 2.0582, 1.2799)
O (-0.6333, 1.5430, -2.1755)
C (-10.6099, -2.9999, -2.8849)
H (12.8184, 2.0908, 3.7867)
H (8.8699, 1.8726, 1.5036)
C (-11.0152, -5.1329, -1.5891)
H (-4.8958, 2.7165, -1.3908)
C (0.8545, 4.2606, -3.9104)
C (2.1825, -1.7966, 2.0051)
H (-3.0533, -1.6461, 2.1518)
C (1.0613, -1.5303, 0.8851)
C (-3.9726, 3.1336, -0.8778)
C (-0.4082, -1.8492, 1.4769)
H (11.8331, 3.5066, 3.0145)
H (-6.6372, 1.5076, 0.4445)
C (0.6127, 3.3925, -2.9280)
H (-1.9094, 1.5049, -4.4336)
H (4.0812, -3.0044, 2.2314)
C (-2.8522, -0.7808, 1.4340)
C (3.3341, -2.7586, 1.4016)
C (4.0477, -2.0621, 0.1477)
C (-0.4132, 2.3374, -3.0718)
C (6.1612, -1.5431, -1.2160)
O (-9.6384, -2.6224, 0.5091)
C (-8.6771, 0.9090, -0.0684)
H (1.0821, -0.4332, 0.5581)
H (-0.9177, -2.7064, 0.9247)
H (-11.3672, -6.1568, -1.5983)
H (12.0302, 0.7612, 1.4511)
H (1.1507, 3.4187, -1.9885)
H (-9.7844, -1.3954, -1.7725)
H (-3.2695, -1.0166, 0.4071)
C (0.1060, 4.2065, -5.1851)
C (-1.2799, -0.5036, 1.2461)
C (-7.8858, 1.5761, 2.1536)
C (-10.5424, -4.5533, -0.4856)
H (5.7298, -3.5606, -0.3037)
O (11.2923, 2.6720, 0.7650)
H (1.2204, -2.1432, -0.0632)
H (-2.7767, 1.2198, 2.3842)
C (-9.2423, 1.3683, 2.7050)
C (-0.9201, 3.1512, -5.3288)
H (9.9779, 2.5304, -0.8232)
H (-0.3852, -2.0693, 2.5971)
H (5.3534, -1.5887, -2.0258)
H (9.7323, 0.2692, 1.3095)
C (-3.9636, 2.5557, 0.6262)
H (-4.0873, 4.2693, -0.8432)
H (1.6021, 5.0389, -3.8226)
H (-10.7913, 0.3692, -0.2149)
N (6.4101, -2.1973, 1.2164)
C (-10.1370, -2.4201, -1.7813)
C (10.4844, 1.8315, -0.0683)
C (-11.0841, -4.4006, -2.8725)
C (-10.0324, 0.7015, 0.4822)

Forces on the atoms, in the same order (eV/Å):
-1.416 0.485 0.639
-0.075 0.071 -0.241
-0.689 -0.727 -0.772
0.261 -2.016 1.130
-0.872 0.662 0.797
0.030 0.039 0.001
1.058 1.114 0.380
-1.249 0.740 -2.380
-0.060 -0.316 -0.581
-0.893 -0.345 -1.294
-0.016 -0.040 -0.004
0.011 0.042 0.008
-1.063 0.117 0.821
0.413 0.330 -1.370
-0.029 0.016 0.016
-0.040 -0.001 0.175
0.578 0.569 1.281
1.309 0.435 0.053
-0.613 -1.084 1.809
2.192 0.553 0.166
1.194 -1.462 1.233
-0.288 0.033 -1.552
0.831 0.591 1.275
0.086 0.119 0.199
-0.354 0.622 0.035
-0.031 -0.187 0.212
-0.405 -2.809 -1.561
0.064 -0.037 -0.241
0.951 -0.350 -0.957
0.112 0.140 0.231
1.945 1.476 0.222
1.024 0.460 -1.164
0.570 -1.360 0.143
-0.413 -0.322 1.303
1.632 2.200 0.137
-0.560 0.782 0.923
0.031 0.006 0.038
-0.121 -0.059 -0.307
-0.867 0.128 -0.504
0.094 0.099 0.216
-0.371 -1.473 -0.198
-1.572 -0.026 0.211
0.054 0.101 -0.088
0.114 0.239 0.147
-1.190 0.307 -0.739
0.110 -0.724 -1.059
0.069 -0.038 0.320
1.225 0.374 0.370
0.101 -0.095 0.329
0.806 0.429 -0.934
0.300 1.264 -0.924
-0.594 -0.300 0.763
-1.011 -0.560 0.542
-0.330 1.314 -0.731
0.407 -1.595 0.343
-0.032 -0.066 -0.007
0.155 0.205 -0.095
0.011 -0.005 0.039
-0.889 0.169 -1.006
0.215 1.314 -0.245
-0.777 0.703 0.429
-0.276 -1.099 0.076
-0.059 -0.178 0.175
-0.936 -0.766 -0.614
-0.056 -0.057 -0.164
0.019 -0.087 -0.257
0.046 -1.542 0.510
0.786 1.007 0.784
-0.009 0.014 -0.045
0.041 1.280 0.192
-0.038 -0.020 0.009
0.058 -0.002 0.005
0.341 -0.015 1.313
0.056 0.304 -0.359
-0.011 -1.342 0.084
0.226 -0.014 -0.231
-0.110 -0.253 -0.107
-0.320 1.496 0.556
0.183 -2.244 -0.242
-0.039 0.643 1.301
-1.304 -0.207 -0.713
-0.107 0.035 0.399
-0.186 -0.263 0.103
0.763 -0.962 1.013
0.036 0.150 -1.561
1.196 0.202 1.143
-0.884 0.727 -0.709
0.234 2.354 -0.100
0.317 -1.705 0.222
-0.025 0.014 -0.044
0.021 0.009 -0.001
0.805 -0.517 0.399
-0.063 0.078 -0.262
-1.492 0.863 -0.734
-0.148 -0.162 -0.370
-0.192 0.009 0.240

Properties
* molar mass: 670.78 g/mol
* HOMO level: -11.15 eV
* spin multiplicity: 1
* total charge: +1
* energy: -62108.813 eV